A structure of composition C21H21CdN4O5SSi, computed with the ωB97M-V functional and the def2-TZVPD basis.

Geometry as XYZ:
```
54
C21H21CdN4O5SSi, DFT the ωB97M-V functional and the def2-TZVPD basis
Cd -0.219 0.075 0.118
C -4.162 -2.319 -0.187
C -3.199 -1.338 0.423
N -2.127 -1.699 1.020
N -1.773 -2.999 1.011
C -0.914 -3.503 1.941
N -0.556 -4.801 1.699
S -0.406 -2.681 3.277
C -3.433 0.115 0.364
C -4.588 0.673 -0.176
C -4.701 2.049 -0.266
C -3.663 2.842 0.188
C -2.549 2.211 0.721
N -2.437 0.893 0.814
H -4.219 -3.222 0.421
H -5.163 -1.903 -0.245
H -3.850 -2.593 -1.198
H -2.098 -3.606 0.273
H -0.492 -5.109 0.739
H 0.179 -5.132 2.299
H -5.386 0.048 -0.547
H -5.588 2.494 -0.697
H -3.692 3.918 0.097
H -1.694 2.782 1.062
O -0.097 4.404 -4.443
C -0.186 3.598 -3.541
C -1.015 2.345 -3.544
O -1.776 1.991 -4.431
C -0.744 1.666 -2.275
C 0.045 2.520 -1.436
O 0.322 2.283 -0.212
C 0.508 3.675 -2.210
O 1.302 4.532 -1.858
O -1.155 0.505 -1.941
C 2.517 -2.690 -0.340
Si 2.111 -0.817 -0.318
C 2.815 -0.198 -1.980
C 3.221 0.006 0.989
C 3.781 -0.702 2.053
C 4.557 -0.070 3.015
C 4.792 1.295 2.925
C 4.230 2.020 1.882
C 3.448 1.385 0.930
H 3.596 -2.836 -0.443
H 2.034 -3.171 -1.195
H 2.191 -3.198 0.569
H 3.862 -0.486 -2.097
H 2.758 0.892 -2.032
H 2.249 -0.595 -2.826
H 3.602 -1.771 2.135
H 4.975 -0.638 3.839
H 5.402 1.791 3.671
H 4.394 3.089 1.815
H 2.990 1.979 0.146
```

Computed properties:
energy above the lowest of the compared OMol25 structures with the same formula, charge and spin: 1.122 eV
maximum force: 0.84 eV/A
net charge: -1
frontier orbital gap: 5.3 eV
lowest unoccupied orbital energy: 1.52 eV
spin multiplicity: 1

A structure of composition C21H21ClIrN3O4, computed with the ωB97M-V functional and the def2-TZVPD basis.

Geometry as XYZ:
```
51
C21H21ClIrN3O4, DFT the ωB97M-V functional and the def2-TZVPD basis
Ir -1.442 1.152 -0.556
O -1.408 4.771 -0.417
Cl -2.356 3.741 -0.459
O -3.691 4.133 -0.336
O -2.022 2.703 0.638
O -2.146 2.865 -1.669
C -0.992 -1.721 -3.819
C -1.030 -0.517 -3.103
N -1.237 -0.481 -1.797
C -1.414 -1.663 -1.142
C -1.412 -2.901 -1.775
C -1.184 -2.911 -3.165
C -1.656 -4.079 -0.985
C -1.894 -3.997 0.343
C -1.894 -2.725 1.014
C -2.151 -2.543 2.386
C -2.149 -1.272 2.915
C -1.872 -0.177 2.092
N -1.600 -0.332 0.800
C -1.637 -1.581 0.261
H -0.824 -1.686 -4.886
H -0.921 0.429 -3.613
H -1.171 -3.849 -3.706
H -1.662 -5.040 -1.484
H -2.096 -4.888 0.923
H -2.366 -3.399 3.012
H -2.374 -1.099 3.957
H -1.895 0.839 2.467
C 3.512 0.411 2.258
N 2.034 0.195 2.169
C 1.733 -1.012 1.350
C 1.246 1.424 1.716
C 1.460 1.794 0.279
C 2.648 2.462 -0.040
C 2.949 2.857 -1.328
C 2.026 2.618 -2.332
C 0.818 2.011 -2.026
C 0.510 1.590 -0.732
H 3.958 -0.473 2.709
H 3.709 1.283 2.875
H 3.905 0.553 1.256
H 1.717 0.009 3.121
H 2.086 -0.833 0.338
H 0.660 -1.180 1.349
H 2.248 -1.866 1.783
H 1.558 2.227 2.384
H 0.205 1.190 1.919
H 3.339 2.714 0.756
H 3.874 3.375 -1.538
H 2.220 2.943 -3.346
H 0.083 1.933 -2.814
```

Computed properties:
energy above the lowest of the compared OMol25 structures with the same formula, charge and spin: 0.000 eV
maximum force: 1.04 eV/A
net charge: +2
frontier orbital gap: 7.5 eV
lowest unoccupied orbital energy: -7.07 eV
spin multiplicity: 1

An isolated molecule of C21H21ClN2O6S2, computed with the ωB97M-V functional and the def2-TZVPD basis.

Geometry as XYZ:
```
53
C21H21ClN2O6S2, DFT the ωB97M-V functional and the def2-TZVPD basis
O 1.415 2.110 1.532
C 0.616 1.198 1.599
N 0.341 0.567 2.779
C -0.712 -0.355 2.947
C -0.483 -1.550 3.621
C -1.524 -2.447 3.792
C -2.790 -2.175 3.298
C -3.010 -0.979 2.637
C -1.986 -0.066 2.468
H -2.173 0.872 1.970
H -3.995 -0.753 2.258
H -3.589 -2.887 3.434
Cl -1.227 -3.928 4.625
H 0.499 -1.789 3.999
C 1.156 0.924 3.939
C 1.201 2.422 4.138
C 2.312 2.936 4.619
H 2.529 3.957 4.856
S 3.495 1.620 4.897
O 4.801 1.906 4.384
O 3.399 1.191 6.266
C 2.592 0.432 3.838
H 2.749 -0.576 4.205
H 2.984 0.554 2.833
H 0.309 2.984 3.909
H 0.668 0.486 4.819
C -0.082 0.677 0.384
C -0.076 -0.679 0.069
C -0.681 -1.116 -1.096
C -1.294 -0.199 -1.929
C -1.290 1.152 -1.640
C -0.669 1.593 -0.484
H -0.639 2.644 -0.240
H -1.786 1.833 -2.313
S -2.034 -0.765 -3.464
O -3.062 0.155 -3.843
O -2.344 -2.156 -3.336
N -0.818 -0.634 -4.590
C 0.295 -1.543 -4.452
H -0.112 -2.528 -4.226
C 1.066 -1.554 -5.776
H 1.972 -2.154 -5.692
O 1.483 -0.255 -6.125
C 0.384 0.615 -6.262
H 0.797 1.589 -6.530
C -0.409 0.703 -4.955
H -1.313 1.298 -5.083
H 0.225 1.148 -4.172
H -0.280 0.260 -7.062
H 0.419 -1.965 -6.564
H 0.968 -1.223 -3.641
H -0.706 -2.161 -1.363
H 0.407 -1.388 0.725
```

Computed properties:
energy above the lowest of the compared OMol25 structures with the same formula, charge and spin: 0.171 eV
SMILES string: O=C(c1ccc(S(=O)(=O)N2CCOCC2)cc1)N(c1cccc(Cl)c1)[C@@H]1C=CS(=O)(=O)C1
maximum force: 1.02 eV/A
frontier orbital gap: 9.2 eV
lowest unoccupied orbital energy: -0.27 eV
spin multiplicity: 1